Entry 1:
DFT (ωB97M-V with the def2-TZVPD basis set) results for a 2-piece molecular cluster, C7H14N5O2 overall at a distorted geometry.

Calculated values
total charge = +1
2S+1 = 1
orbital gap = 0.334 Ha
energy above the lowest of the compared OMol25 structures with the same formula, charge and spin = 0.0 kJ/mol
lowest unoccupied orbital energy = -3.17 eV
E_HOMO = -12.265 eV

XYZ file:
```
28
Properties=species:S:1:pos:R:3:nbo_charge:R:1
N 0.356 2.480 0.707 -0.72
C -0.644 1.645 0.646 0.68
N -0.799 0.722 -0.333 -0.56
C -2.224 0.274 -0.308 -0.24
C -2.828 1.397 0.531 0.13
N -4.126 1.251 1.107 -0.58
C -4.969 2.062 0.728 0.91
O -5.781 2.800 0.415 -0.40
N -1.689 1.558 1.495 -0.57
H 0.408 3.165 1.440 0.43
H 1.086 2.468 0.011 0.45
H -0.606 1.030 -1.282 0.43
H -2.690 0.249 -1.285 0.23
H -2.337 -0.726 0.091 0.23
H -2.762 2.266 -0.136 0.16
H -1.780 2.234 2.242 0.42
C 3.816 -1.935 -1.460 -0.72
C 2.511 -1.227 -1.201 0.69
O 2.162 -0.245 -1.849 -0.67
N 1.713 -1.709 -0.215 -0.61
C 1.936 -2.845 0.666 -0.41
H 4.328 -1.429 -2.271 0.25
H 4.450 -1.911 -0.573 0.23
H 3.642 -2.972 -1.747 0.24
H 0.860 -1.184 -0.112 0.39
H 1.140 -3.579 0.540 0.20
H 1.941 -2.518 1.707 0.20
H 2.885 -3.319 0.446 0.22
```



Entry 2:
DFT (ωB97M-V with the def2-TZVPD basis set) results for C7H14N8O3Pr as an isolated structure at a distorted geometry.

Calculated values
total charge = +1
2S+1 = 3
orbital gap (alpha / beta) = 0.252 / 0.251 Ha
lowest unoccupied orbital energy (alpha / beta) = -4.38 / -4.37 eV
E_HOMO (alpha / beta) = -11.230 / -11.202 eV

XYZ file:
```
33
Properties=species:S:1:pos:R:3:mulliken_charge:R:1
Pr -0.038 0.373 -0.123 1.32
N 0.251 -2.490 1.400 -0.46
N 1.573 -2.606 1.855 -0.15
C 2.465 -1.635 1.596 0.59
N 3.698 -1.709 2.063 -0.30
N 1.990 -0.647 0.823 -0.44
N 2.678 0.439 0.553 1.55
O 2.079 1.263 -0.125 -0.72
O 3.813 0.598 0.926 -0.72
H -0.396 -2.350 2.179 0.27
H -0.024 -3.333 0.896 0.27
H 1.849 -3.390 2.438 0.16
H 4.012 -2.465 2.651 0.18
H 4.317 -0.921 1.868 0.23
C -2.331 2.909 -1.508 -1.04
C -0.894 3.132 -1.876 1.03
C -0.478 4.465 -2.388 -1.24
O -0.089 2.214 -1.746 -0.59
H -2.961 3.765 -1.734 0.37
H -2.384 2.687 -0.433 0.28
H -2.713 2.028 -2.041 0.30
H -1.311 5.018 -2.813 0.39
H 0.331 4.355 -3.110 0.36
H -0.084 5.040 -1.548 0.31
C -2.203 -0.864 -0.618 -1.34
H -2.982 -0.355 -0.026 0.32
H -2.260 -1.910 -0.291 0.31
H -2.583 -0.872 -1.646 0.34
N -0.520 1.342 1.904 -0.65
C -0.604 1.748 3.016 0.53
N -0.850 2.127 4.156 -0.49
C -0.198 2.566 5.181 0.44
N 0.342 2.941 6.124 -0.42
```



Entry 3:
DFT (ωB97M-V with the def2-TZVPD basis set) results for an isolated ion of composition C7H14NO3 and charge +1 at a distorted geometry.

Calculated values
total charge = +1
2S+1 = 1
orbital gap = 0.397 Ha
energy above the lowest of the compared OMol25 structures with the same formula, charge and spin = 154.6 kJ/mol
SMILES string = CO[C@@](O)(C=O)[NH+]1CCCC1
lowest unoccupied orbital energy = -3.75 eV
E_HOMO = -14.557 eV

XYZ file:
```
25
Properties=species:S:1:pos:R:3:nbo_charge:R:1
C 0.621 -1.990 -2.631 -0.26
O 0.175 -1.875 -1.288 -0.51
C -0.508 -0.774 -0.901 0.64
O -1.272 -0.138 -1.834 -0.68
C -1.559 -1.175 0.434 0.40
O -2.640 -0.680 0.347 -0.47
N 0.504 0.376 -0.274 -0.43
C 1.279 0.017 0.966 -0.25
C 0.592 0.701 2.172 -0.43
C -0.098 1.977 1.648 -0.43
C -0.409 1.599 0.160 -0.19
H 1.174 -2.950 -2.689 0.22
H 1.293 -1.282 -2.898 0.17
H -0.205 -2.004 -3.368 0.21
H -2.096 -0.042 -1.290 0.51
H -1.256 -1.800 1.230 0.18
H 1.189 0.680 -1.006 0.44
H 2.227 0.540 0.863 0.23
H 1.451 -1.025 1.152 0.25
H 1.313 1.062 2.930 0.25
H -0.035 0.022 2.710 0.22
H -0.908 2.463 2.194 0.26
H 0.722 2.711 1.709 0.22
H -1.405 1.225 0.113 0.22
H -0.150 2.362 -0.448 0.22
```



Entry 4:
DFT (ωB97M-V with the def2-TZVPD basis set) results for a 2-piece molecular cluster, C7H14NP overall at a distorted geometry.

Calculated values
total charge = 0
2S+1 = 1
orbital gap (alpha / beta) = 0.270 / 0.303 Ha
energy above the lowest of the compared OMol25 structures with the same formula, charge and spin = 346.4 kJ/mol
lowest unoccupied orbital energy (alpha / beta) = 0.32 / 0.20 eV
E_HOMO (alpha / beta) = -7.023 / -8.037 eV

XYZ file:
```
23
Properties=species:S:1:pos:R:3:nbo_charge:R:1
C -0.933 2.304 0.011 -0.32
C 2.134 -0.300 -1.305 -0.34
C -1.062 1.142 -0.632 -0.57
C 1.540 -0.046 -0.157 -0.35
C 2.399 0.451 0.963 -0.64
C -1.522 -0.540 2.435 -0.41
C -1.290 -1.965 -2.333 -0.66
N -0.430 -0.796 1.510 -0.92
P -0.193 -0.292 0.035 1.40
H -1.335 3.235 -0.346 0.20
H -0.404 2.269 0.952 0.19
H 1.451 -0.561 -2.117 0.20
H 3.163 -0.393 -1.414 0.20
H -1.553 1.171 -1.591 0.23
H 3.417 0.296 0.718 0.21
H 2.142 1.489 0.974 0.21
H 2.043 -0.087 1.911 0.24
H -1.365 0.543 2.571 0.19
H -1.428 -1.162 3.283 0.20
H -2.409 -0.728 1.919 0.19
H -2.262 -1.288 -2.324 0.17
H -0.729 -1.747 -3.233 0.17
H -1.373 -2.993 -1.830 0.20
```



Entry 5:
DFT (ωB97M-V with the def2-TZVPD basis set) results for a 2-piece molecular cluster, C7H14NS3 overall at a distorted geometry.

Calculated values
total charge = +1
2S+1 = 1
orbital gap (alpha / beta) = 0.253 / 0.276 Ha
energy above the lowest of the compared OMol25 structures with the same formula, charge and spin = 0.0 kJ/mol
lowest unoccupied orbital energy (alpha / beta) = -4.83 / -4.38 eV
E_HOMO (alpha / beta) = -11.721 / -11.886 eV

XYZ file:
```
25
Properties=species:S:1:pos:R:3:nbo_charge:R:1
C -2.152 -0.425 -0.057 -0.40
C -1.919 1.078 -0.132 -0.41
C -0.909 -1.112 0.505 -0.43
C -0.772 1.373 -1.091 -0.42
C 0.300 -0.847 -0.391 -0.06
C 0.500 0.638 -0.697 -0.33
C 2.186 -0.128 0.970 -0.26
N 1.548 -1.288 0.320 -0.57
S 1.263 1.295 0.846 0.42
S 5.849 0.029 0.018 0.04
S 4.110 -0.302 -0.838 -0.19
H -3.007 -0.647 0.578 0.24
H -2.369 -0.812 -1.054 0.21
H -2.819 1.579 -0.486 0.24
H -1.686 1.471 0.861 0.21
H -0.717 -0.720 1.507 0.22
H -1.084 -2.188 0.580 0.23
H -1.050 1.057 -2.098 0.23
H -0.569 2.444 -1.125 0.24
H 0.207 -1.406 -1.326 0.24
H 1.272 0.762 -1.463 0.25
H 2.758 -0.316 1.860 0.25
H 1.317 -2.025 1.001 0.44
H 2.246 -1.672 -0.342 0.47
H 6.026 1.322 -0.328 0.14
```



Entry 6:
DFT (ωB97M-V with the def2-TZVPD basis set) results for a 2-piece molecular cluster, C7H14O overall at a distorted geometry.

Calculated values
total charge = -1
2S+1 = 2
orbital gap (alpha / beta) = 0.100 / 0.287 Ha
energy above the lowest of the compared OMol25 structures with the same formula, charge and spin = 327.2 kJ/mol
lowest unoccupied orbital energy (alpha / beta) = 3.90 / 3.78 eV
E_HOMO (alpha / beta) = 1.180 / -4.041 eV

XYZ file:
```
22
Properties=species:S:1:pos:R:3:nbo_charge:R:1
C -0.936 -0.193 2.163 -0.62
C -0.627 0.332 0.673 -0.45
C 0.527 -0.129 0.003 -0.06
C 1.197 -1.341 0.210 -0.31
C 0.768 -2.570 0.960 -0.65
C 0.801 0.432 -2.240 -0.57
C 1.035 0.850 -1.018 -0.43
H -0.266 0.335 2.679 0.18
H -0.917 -1.309 2.356 0.18
H -2.006 -0.042 2.535 0.18
H -0.486 1.402 0.886 0.17
H -1.504 0.015 0.265 0.21
H 2.193 -1.402 -0.127 0.17
H 1.456 -3.433 1.140 0.19
H 0.085 -3.036 0.301 0.20
H 0.305 -2.232 1.957 0.19
H 0.951 0.978 -3.166 0.16
H 0.407 -0.535 -2.404 0.17
H 1.677 1.643 -0.604 0.19
H -1.137 1.960 -0.920 0.45
H -1.843 2.800 -0.327 0.43
O -1.938 2.320 -1.133 -0.98
```